This record from OMol25 describes a structure of composition C6H2CsO4 in a non-equilibrium geometry. The level of theory is wB97M-V/def2-TZVPD.

The gap between HOMO and LUMO is 1.552 eV. The value obtained for the energy relative to the best compared isomer or geometry (same formula, charge and spin) is 3.085 eV. As for the total charge: -1.

Structure (XYZ):
```
13
Properties=species:S:1:pos:R:3:forces:R:3
Cs 2.4595 -4.9428 -5.4340 -0.1 0.2 0.2
C -0.2502 1.4864 1.4743 -2.3 -1.3 -1.2
C -1.4810 0.8347 1.0459 3.8 -0.6 -0.4
C -1.3958 -0.2893 -0.0991 0.7 0.9 0.7
O -2.4463 -0.6975 -0.5744 -0.4 -0.4 -0.2
C -0.0703 -0.7141 -0.4965 -3.5 0.1 0.8
C 1.0305 -0.0167 -0.1007 4.4 -1.1 -2.2
C 0.9490 1.0995 0.9522 3.6 2.5 0.6
O 2.0036 1.7759 1.3064 -1.3 -2.0 -1.1
O 2.1560 -0.3358 -0.7226 -2.2 1.3 2.1
O -2.4857 1.0642 1.6363 -3.7 0.3 0.9
H -0.3715 2.2974 2.1771 0.3 0.0 0.1
H -0.0978 -1.5619 -1.1650 0.6 0.0 -0.3
```
Forces are in eV/Å.

This record from OMol25 describes a structure of composition C6H2InO4 in a non-equilibrium geometry. The level of theory is wB97M-V/def2-TZVPD.

The gap between HOMO and LUMO is 3.572 eV. The value obtained for the energy relative to the best compared isomer or geometry (same formula, charge and spin) is 4.092 eV. As for the total charge: +1.

Structure (XYZ):
```
13
Properties=species:S:1:pos:R:3:forces:R:3
In 1.1396 -0.9147 -3.1413 2.4 -0.5 -7.9
C 0.5700 1.4050 0.3023 2.2 -2.4 -4.6
C 0.8170 0.4675 -0.8984 -3.1 -0.5 4.6
C 0.2235 -0.9946 -0.7656 -2.2 3.6 6.3
O 0.5008 -1.8119 -1.6163 -1.1 -4.4 2.1
C -0.7113 -1.1965 0.3785 2.8 -3.7 -6.7
C -0.9611 -0.3070 1.3144 -5.6 2.8 6.6
C -0.2536 0.9997 1.3438 0.1 4.6 5.3
O -0.2500 1.8905 2.3221 -0.7 -4.4 -3.7
O -2.0015 -0.5353 2.0711 4.1 1.1 -2.4
O 1.1668 0.7311 -2.0378 1.1 3.7 0.4
H 1.0639 2.3651 0.3264 -0.2 0.2 0.0
H -1.3041 -2.0989 0.4010 0.1 -0.3 0.0
```
Forces are in eV/Å.

This record from OMol25 describes the molecule C6H2N2O3 in a non-equilibrium geometry. The level of theory is wB97M-V/def2-TZVPD.

The gap between HOMO and LUMO is 9.170 eV. The value obtained for the energy relative to the best compared isomer or geometry (same formula, charge and spin) is 0.000 eV. The SMILES is O=C1OC(=O)c2nccnc21.

Structure (XYZ):
```
13
Properties=species:S:1:pos:R:3:forces:R:3
O 1.5402 2.5499 2.5683 -0.8 0.0 -3.3
C 1.1565 2.2249 1.4470 1.9 -0.1 4.7
O 1.1936 2.9951 0.3211 0.1 -0.3 0.1
C 0.5722 2.2882 -0.6718 -2.5 0.6 -3.9
O 0.3717 2.7129 -1.7883 1.0 -0.3 1.9
C 0.0150 1.0085 -0.1471 0.0 -1.4 2.8
N -0.8788 0.0960 -0.5716 0.5 -0.3 -0.3
C -1.1180 -0.9674 0.2398 0.8 1.9 -1.0
C -0.4859 -1.1020 1.4707 1.1 0.9 0.6
N 0.3767 -0.1826 1.9553 -0.6 1.5 -1.1
C 0.5562 0.9235 1.1423 -1.5 -2.8 -0.4
H -1.7831 -1.7288 -0.1315 -0.3 0.1 -0.1
H -0.6922 -1.9674 2.1003 0.2 0.2 -0.1
```
Forces are in eV/Å.

This record from OMol25 describes a cluster of 9 separate species, C6H30O9 in total in a non-equilibrium geometry. The level of theory is wB97M-V/def2-TZVPD.

The gap between HOMO and LUMO is 10.172 eV. The value obtained for the energy relative to the best compared isomer or geometry (same formula, charge and spin) is 4.744 eV. The SMILES is CO.CO.CO.CO.CO.CO.O.O.O.

Structure (XYZ):
```
45
Properties=species:S:1:pos:R:3:forces:R:3
C 0.9867 -3.2176 0.1091 0.3 0.1 -0.2
O 1.7289 -3.7387 1.1983 -0.2 -0.3 0.7
H 1.6795 -3.0080 -0.7058 -0.3 -0.1 -0.4
H 0.2296 -3.9473 -0.1783 0.2 -0.1 -0.1
H 0.4444 -2.3017 0.3440 0.2 0.1 0.2
H 2.6221 -3.3893 1.2389 -0.2 0.1 -0.2
C -0.1372 1.8588 2.4272 0.4 0.8 -0.2
O 0.9641 1.7040 1.5499 0.7 -0.5 -0.9
H -0.2973 0.9554 3.0157 0.1 0.1 0.0
H 0.1344 2.7095 3.0522 -0.7 -0.1 0.4
H -1.0005 2.0832 1.8008 -0.3 0.0 0.3
H 1.6214 2.3916 1.6798 -0.1 -0.1 0.2
C 3.1454 -0.3899 -0.2051 0.2 0.5 0.3
O 4.4667 -0.8142 0.1761 -0.6 0.1 -0.6
H 2.5323 -0.2584 0.6865 -0.1 0.0 0.0
H 3.2367 0.5762 -0.7016 0.3 0.1 0.2
H 2.5877 -0.9980 -0.9173 0.4 -0.6 0.0
H 4.4000 -1.6257 0.6847 0.0 0.0 0.0
C -2.3819 -1.0743 2.8847 1.4 -0.4 -1.0
O -1.7926 -1.4844 1.6135 -0.2 1.2 0.3
H -1.6571 -1.3952 3.6329 -0.7 -0.7 0.6
H -2.3005 0.0060 3.0046 -0.5 0.1 -0.7
H -3.4123 -1.4277 2.9233 0.2 0.1 0.6
H -2.0161 -2.3960 1.4118 -0.1 -0.1 0.0
C -3.4084 0.9395 -0.5984 -0.1 0.3 -0.2
O -2.6433 0.0960 -1.4188 -0.5 -0.5 -0.1
H -4.4630 0.6920 -0.7194 0.0 0.1 -0.2
H -3.2062 0.8468 0.4686 0.3 -0.2 0.2
H -3.2138 1.9688 -0.8997 -0.3 0.3 0.1
H -1.7239 0.1852 -1.1575 0.3 0.1 -0.3
C 1.3612 4.1148 -2.1239 -0.5 0.7 0.1
O 1.9109 2.9737 -1.4929 0.0 0.0 -0.2
H 0.2723 4.1553 -2.0983 -0.2 -0.5 -0.1
H 1.6333 5.0441 -1.6234 0.5 0.1 0.1
H 1.6679 4.1827 -3.1677 0.2 -0.3 0.2
H 1.4570 2.8481 -0.6563 -0.1 0.0 0.1
O -0.1079 0.0681 -0.5225 0.1 0.0 -0.5
H -0.6450 -0.1365 0.2429 -0.2 -0.6 0.7
H 0.5873 0.6323 -0.1841 0.3 0.4 0.3
O 0.0368 -1.1100 -3.1599 0.2 -0.3 -0.3
H 0.2296 -0.7774 -2.2833 0.1 0.3 0.5
H -0.0546 -0.3249 -3.6997 -0.1 0.1 -0.2
O -1.8592 -2.7862 -1.7963 -0.2 -0.8 0.5
H -2.5508 -2.1246 -1.8055 -0.1 0.4 0.0
H -1.0647 -2.3062 -2.0300 0.1 0.2 -0.5
```
Forces are in eV/Å.

This record from OMol25 describes a cluster of 9 separate species, C6H31O9 in total in a non-equilibrium geometry. The level of theory is wB97M-V/def2-TZVPD.

The gap between HOMO and LUMO is 9.709 eV. The value obtained for the energy relative to the best compared isomer or geometry (same formula, charge and spin) is 0.000 eV. As for the total charge: +1.

Structure (XYZ):
```
46
Properties=species:S:1:pos:R:3:forces:R:3
O 9.5611 2.7121 -2.2697 -0.4 0.0 0.2
H 9.5915 2.5347 -1.2716 0.2 0.0 -0.1
H 9.6328 1.8834 -2.8344 0.4 -0.1 -0.3
H 10.1216 3.4583 -2.5843 0.5 0.0 0.0
O 6.7656 1.1201 -1.5842 0.0 0.4 0.7
H 6.4244 1.9931 -1.3460 0.0 -0.1 0.0
H 6.3885 0.5199 -0.9283 0.0 -0.1 -0.2
O 8.6039 5.1695 -4.0655 -0.1 -0.2 0.3
H 7.8278 5.0436 -3.5094 0.0 0.1 -0.1
H 8.4308 4.6484 -4.8648 0.3 0.0 0.0
O 9.5559 0.6696 -3.8908 -0.7 0.3 -0.2
H 8.6143 0.7240 -4.1800 0.2 -0.1 -0.1
H 9.9877 0.1420 -4.5725 0.3 0.0 0.2
O 6.8415 0.9932 -4.2348 0.4 0.1 0.9
H 6.9089 1.0441 -3.2445 -0.5 -0.3 -0.9
H 5.9745 1.3607 -4.4284 0.1 0.0 -0.3
O 9.6412 2.1971 0.2668 0.0 0.1 0.3
H 9.0831 1.5894 0.7659 0.0 -0.1 -0.2
H 10.0847 2.7378 0.9343 0.0 0.0 -0.2
O 11.8598 4.3912 -2.8393 -0.3 -0.3 -0.1
H 11.7265 5.2349 -3.2835 0.0 -0.1 -0.1
H 12.6210 4.5367 -2.2649 -0.1 0.0 0.1
C 10.3050 5.6221 0.6304 -0.4 -0.9 0.0
C 9.9145 6.1521 -0.7335 -0.7 2.2 0.0
C 8.8423 7.2763 -0.6904 0.0 -0.7 0.8
O 11.0464 6.8282 -1.2983 0.7 -1.1 0.0
H 10.9191 4.7204 0.5372 0.5 0.3 -0.1
H 9.4432 5.2345 1.1836 -0.3 0.4 -0.1
H 10.7999 6.3590 1.2575 0.1 0.1 -0.2
H 9.4867 5.3686 -1.3672 0.5 -0.2 -0.2
H 8.9937 7.9254 0.1739 0.0 -0.2 0.1
H 7.8519 6.8210 -0.6243 -0.2 0.3 -0.1
H 8.9563 7.9419 -1.5423 -0.3 -0.3 -0.3
H 10.9102 6.9074 -2.2464 -0.2 0.2 0.0
C 10.7843 4.3365 -7.5739 0.4 0.3 -0.7
C 10.1522 2.9896 -7.2285 1.7 1.7 1.0
C 11.2007 1.8964 -7.2546 0.1 -0.7 -0.6
O 9.7159 3.2343 -5.8675 -0.7 -0.9 -0.3
H 11.6412 4.6166 -6.9581 0.0 -0.5 0.3
H 10.0782 5.1582 -7.4522 -0.2 -0.1 -0.2
H 11.1693 4.3329 -8.5981 -0.3 0.1 -0.1
H 9.3630 2.8318 -7.9662 -0.4 -0.4 0.5
H 11.6549 1.9047 -8.2481 0.0 -0.2 0.0
H 10.8072 0.8854 -7.1028 -0.3 0.1 -0.1
H 12.0276 1.9748 -6.5461 -0.2 0.6 0.2
H 9.8094 2.3947 -5.4048 -0.2 0.0 0.2
```
Forces are in eV/Å.

This record from OMol25 describes a structure of composition C6H32O11Y in a non-equilibrium geometry. The level of theory is wB97M-V/def2-TZVPD.

The gap between HOMO and LUMO is 6.960 eV. The value obtained for the energy relative to the best compared isomer or geometry (same formula, charge and spin) is 0.000 eV. As for the total charge: +1.

Structure (XYZ):
```
50
Properties=species:S:1:pos:R:3:forces:R:3
Y -2.8895 -0.3656 -0.8979 4.8 0.1 3.9
C -4.2912 1.9099 2.8743 0.1 -1.3 1.0
C -3.2201 1.7171 1.7999 -1.0 2.5 -1.3
C -1.9366 2.4961 2.0763 0.1 -0.4 0.2
O -3.0657 0.4145 1.2987 0.3 -1.4 -2.8
H -4.0499 1.3719 3.8004 0.1 0.0 0.0
H -5.2671 1.5219 2.5747 0.1 0.0 -0.3
H -4.4447 2.9483 3.1601 0.3 0.1 -0.3
H -3.6774 2.3663 1.0216 0.1 -0.4 -0.5
H -2.2157 3.5474 2.1487 0.1 0.0 0.5
H -1.2178 2.4866 1.2529 -0.1 -0.4 -0.1
H -1.4313 2.1472 2.9796 0.1 0.2 0.0
C 0.7184 0.1225 0.4070 0.7 -0.5 -0.3
C 0.6560 -0.5239 -0.9854 0.4 -0.1 0.5
C 1.1408 -1.9647 -1.0131 0.7 -0.6 0.6
O -0.6389 -0.4433 -1.5206 -3.6 0.8 0.4
H 1.6102 -0.2281 0.9418 -0.1 -0.3 0.0
H -0.1799 -0.1628 0.9535 0.0 0.4 0.3
H 0.9060 1.1926 0.3157 -0.7 0.1 0.1
H 1.3804 0.0743 -1.5531 -0.3 -0.1 -0.6
H 2.2316 -2.0143 -0.9219 0.0 0.3 0.1
H 0.9316 -2.5417 -1.9114 -0.4 0.4 -0.2
H 0.7737 -2.5538 -0.1668 -0.3 0.1 0.0
O 1.2188 4.4300 -0.1918 -0.2 -0.5 -0.1
H 2.0008 4.3060 0.3569 -0.1 0.0 0.0
H 1.1932 3.6523 -0.7840 0.2 0.5 0.2
O -1.0438 -3.5427 -3.6792 0.0 0.0 0.1
H -0.2380 -3.0494 -3.8737 -0.1 0.0 0.0
H -0.9191 -4.3941 -4.1158 0.0 0.1 0.0
O 1.6117 1.7281 3.2617 -0.1 -0.2 0.0
H 1.5791 0.9806 2.6544 0.0 0.1 0.1
H 1.5589 1.3365 4.1414 0.1 0.1 -0.1
O -1.9982 -2.1520 0.5905 -0.7 -0.4 -1.0
H -2.1487 -3.0803 0.3545 0.2 0.1 0.1
H -1.4690 -2.1755 1.4313 -0.5 0.4 0.1
O -0.3155 1.0155 -3.9248 -0.2 0.0 0.3
H -0.6490 1.9085 -3.7737 0.3 0.0 -0.1
H -0.2113 0.6281 -3.0362 -0.3 -0.1 -0.2
O 4.9576 -1.8641 -1.4940 -0.1 0.1 0.2
H 5.7555 -2.4078 -1.5010 -0.1 0.0 -0.1
H 4.7207 -1.7950 -0.5620 0.1 0.0 -0.1
O -1.4916 -1.7745 3.1474 0.1 0.4 -0.3
H -0.7715 -1.4931 3.7256 -0.1 -0.1 0.0
H -1.9515 -0.9513 2.9022 -0.1 -0.1 0.1
O 1.7803 2.6832 -2.3201 0.2 -0.2 0.1
H 1.6880 1.7544 -2.5578 0.0 0.1 -0.3
H 2.7141 2.8815 -2.4699 -0.2 0.1 0.0
O 3.7100 -4.2132 -2.6150 -0.3 -0.1 0.0
H 3.3787 -4.6532 -1.8245 0.1 0.0 -0.1
H 3.5170 -3.2773 -2.4778 0.3 -0.1 0.1
```
Forces are in eV/Å.